The following is a quantum chemistry calculation of C23H18BrCl2CsIN5S as an isolated structure, from the OMol25 dataset.

Total energy ... -146165.00515 eV
Relative energy (zero: lowest compared OMol25 entry of this formula, charge and spin) ... 0.000 eV
Frontier orbital gap ... 6.09 eV

Positions of all 52 atoms, in Å:
Cs  1.7048  -1.6629  -0.7235
Cl  1.5295  -0.9084  2.4445
C  1.4459  0.7651  2.9512
C  1.3376  1.0029  4.3102
C  1.2691  2.3046  4.7698
C  1.3113  3.3416  3.8496
C  1.4220  3.0781  2.4972
Cl  1.4685  4.4412  1.4276
C  1.4985  1.7709  1.9628
S  1.6444  1.4396  0.2771
H  1.3093  0.1681  4.9979
H  1.1854  2.5124  5.8277
H  1.2599  4.3710  4.1786
Br  8.4630  -3.6689  -0.1851
C  8.5600  -1.9279  -0.9141
C  9.7855  -1.5107  -1.4138
C  9.9179  -0.2443  -1.9630
C  8.8272  0.6083  -2.0120
C  7.6012  0.1939  -1.5125
C  7.4660  -1.0737  -0.9649
I  5.5831  -1.5996  -0.2325
H  10.6291  -2.1850  -1.3680
H  10.8769  0.0734  -2.3500
H  8.9242  1.5989  -2.4356
H  6.7478  0.8571  -1.5417
C  -2.3797  -1.6132  -3.0285
C  -2.4784  -1.9593  -1.5828
N  -1.4769  -2.0697  -0.7439
C  -2.0299  -2.3985  0.4768
C  -3.3779  -2.4958  0.3654
N  -3.6640  -2.2070  -0.9540
C  -4.9898  -2.0699  -1.5158
N  -5.4177  -0.7000  -1.6311
N  -5.4442  -0.1119  -2.8550
N  -5.7669  1.1169  -2.7319
C  -5.9559  1.3824  -1.3884
C  -6.3106  2.5680  -0.7414
C  -6.4120  2.5294  0.6288
C  -6.1694  1.3402  1.3508
C  -5.8201  0.1651  0.7235
C  -5.7198  0.2169  -0.6692
H  -1.3400  -1.4014  -3.2636
H  -2.9801  -0.7388  -3.2770
H  -2.7177  -2.4379  -3.6598
H  -1.4271  -2.5341  1.3599
H  -4.1476  -2.7411  1.0764
H  -5.6800  -2.6186  -0.8776
H  -5.0213  -2.4861  -2.5197
H  -6.4864  3.4728  -1.3072
H  -6.6759  3.4265  1.1721
H  -6.2543  1.3564  2.4291
H  -5.6246  -0.7371  1.2863

Here are the Mulliken charges for atoms 1 to 6, given in e: 1.054, -0.340, 0.776, -0.764, -0.302, -0.715